{
  "formula": "C27H50N5O3PS",
  "method": "ωB97M-V/def2-TZVPD",
  "smiles": "CCCCCCC[C@@]1(Cc2ccc(C)cc2)C(=O)N[C@](CCCS)(P(C)C)[C@@H]1C.NC(N)=O.NC(N)=O",
  "orbital_gap_ev": 7.8,
  "homo_energy_ev": -7.4,
  "lumo_energy_ev": 0.404,
  "elements": ["H", "H", "H", "C", "C", "C", "C", "H", "C", "C", "C", "H", "H", "C", "H", "H", "H", "C", "H", "C", "H", "H", "C", "H", "N", "H", "C", "H", "H", "H", "H", "H", "H", "H", "H", "H", "H", "N", "H", "C", "C", "H", "H", "C", "P", "C", "C", "O", "H", "N", "C", "H", "C", "H", "H", "N", "H", "H", "H", "S", "O", "H", "C", "H", "H", "H", "H", "C", "H", "C", "C", "H", "C", "H", "H", "C", "C", "H", "H", "H", "H", "N", "H", "C", "O", "H", "H"],
  "coordinates": [[1.5942, 2.0284, -1.4040], [-0.2070, 7.0608, -7.0147], [4.6219, -3.7585, -1.7983], [-0.8474, 4.0112, -3.0332], [-0.6296, -3.8861, -1.4540], [-1.0064, -1.3681, 4.9287], [-0.4396, -1.0110, 6.3949], [-1.1180, -4.9255, -1.6077], [0.8248, 5.2564, -6.8192], [-1.2975, -0.2284, 3.9218], [-1.9127, -1.6320, -0.6755], [-1.0697, -1.5378, 7.1864], [4.2559, -1.5980, -0.1713], [0.6515, -3.8602, -2.4339], [-2.8444, 1.9539, -2.6555], [-2.5100, 6.1092, -2.6768], [2.2057, -3.5727, 0.3282], [-3.8629, 0.3589, -0.5703], [-0.2664, -3.8705, -0.3720], [-1.3091, 0.7163, -1.6140], [-2.7793, 3.1875, -0.2608], [2.3800, 4.9250, -8.0714], [-2.6466, -2.3815, 0.5379], [-1.1124, 0.8795, 4.1739], [1.6649, 5.5915, -7.8295], [-1.8444, 3.3503, 1.3287], [-1.8335, 1.4871, -2.9242], [-0.2631, 4.0588, -2.0492], [-3.6577, 0.8841, 0.4219], [5.0471, -2.6364, 1.1502], [2.2455, 1.7177, 6.8828], [-0.2424, 4.6576, -3.7796], [0.6161, -1.4664, 6.4658], [1.4533, -5.4560, -0.9744], [-1.4960, -2.3690, -2.8412], [-2.9533, -0.6563, -2.3006], [1.6109, 6.4545, -8.3389], [2.7207, 1.1257, 7.5444], [-1.0899, -3.6634, 5.2210], [1.1603, 2.2191, -0.3497], [-0.7803, 2.5016, -3.5895], [-2.0121, -4.2721, 2.7725], [-1.2676, 4.2835, -0.1410], [-0.3914, -1.1516, -0.5303], [-0.6656, 1.7584, -0.1652], [-1.7622, -2.8007, -1.8087], [-1.8311, -3.1645, 3.0140], [0.4763, -1.3307, 0.3538], [-3.7867, -2.1787, 0.5520], [-0.2310, -0.3374, -1.7830], [2.6733, -3.5841, -0.7277], [0.7183, 0.0145, -1.9655], [4.2628, -3.7905, -0.7077], [2.2573, -0.2907, 10.3691], [-4.3379, 1.0812, -1.3406], [-0.1177, 6.1851, -6.5324], [-0.3246, 0.1145, 6.5676], [1.7595, 1.5169, 0.3486], [0.9980, -2.8149, -2.7304], [-2.5542, 4.7444, -2.9692], [0.9020, 1.1644, 8.8901], [3.6632, -0.3370, 9.3574], [4.9428, -2.4990, 0.0143], [-0.9308, 2.5476, -4.7299], [2.5740, -5.1642, -2.4008], [-2.0805, 0.2909, 1.8038], [-4.6528, -0.4760, -0.4364], [-1.7299, 3.2861, 0.1781], [-0.7611, 5.9706, -5.7868], [-2.1135, -2.0052, 1.9975], [-2.5730, -0.2714, -1.2831], [0.4273, -4.5325, -3.3494], [-1.2903, -2.8408, 4.4547], [-2.7610, -3.3627, -1.9537], [5.9907, -2.2699, -0.3870], [-1.8486, -0.5634, 2.5169], [2.0409, 0.7841, 8.6674], [4.6035, -4.7810, -0.2305], [1.3895, 3.2815, 0.0189], [-2.5594, -3.5311, 0.4486], [3.6564, 0.8234, 7.3432], [2.7274, -0.0140, 9.5227], [-2.0673, 0.6893, -3.7317], [1.8710, -4.6238, -1.6625], [0.9101, 4.1997, -6.2131], [0.2854, 2.1174, -3.3552], [2.4878, -2.5230, -1.1469]],
  "atomic_forces_ev_per_a": [[-0.66, 0.69, 1.57], [0.02, -0.09, 0.03], [-0.54, -0.31, 1.51], [2.35, 0.67, -0.56], [-0.21, -0.73, -0.66], [-1.22, -0.19, -3.00], [0.41, -1.00, -1.16], [0.88, 1.57, 0.36], [0.05, -0.36, 0.18], [-0.70, -3.51, -1.18], [0.58, -0.73, -0.32], [0.76, 1.02, -0.98], [1.14, -1.22, 0.28], [0.44, -1.76, 0.75], [1.58, -0.36, -0.39], [0.86, -1.29, -0.20], [0.91, -0.04, -1.58], [-0.09, -0.38, -0.83], [-0.62, 0.33, -1.36], [-1.30, -0.21, -1.70], [1.52, 0.14, 0.46], [-0.14, 0.14, 0.04], [0.02, 0.38, 1.55], [-0.33, -2.04, -0.31], [0.60, -0.09, -0.50], [0.18, -0.23, -1.85], [0.78, -0.71, -0.75], [-1.23, 0.04, -1.20], [-0.30, -0.76, -1.40], [-0.29, 0.16, -1.66], [0.11, -0.12, 0.12], [-0.86, -1.17, 1.20], [-1.50, 0.69, -0.04], [0.47, 1.24, -1.23], [-0.42, -0.37, 1.65], [0.60, 0.97, 1.33], [-0.02, -0.08, 0.06], [0.14, 0.35, -0.69], [-0.37, 1.15, -1.39], [1.22, -0.35, -0.35], [-0.68, 0.40, 0.23], [0.29, 1.96, 0.19], [-0.76, -1.37, 0.22], [1.34, 0.29, 1.23], [-0.79, -0.26, 1.56], [-0.06, -0.16, -0.57], [0.81, 3.46, 1.61], [-2.85, 0.17, -3.49], [1.85, -0.14, -0.36], [-0.42, 0.17, 1.60], [-0.09, 0.10, -0.24], [-0.57, -0.15, 0.56], [0.03, 1.02, -0.03], [0.09, 0.05, -0.17], [0.78, -0.92, 1.48], [-0.65, 0.39, 0.42], [-0.50, -1.70, -0.21], [-1.15, 1.02, -1.09], [-0.65, -1.40, 0.30], [-0.29, -0.09, -0.01], [0.17, -0.06, -0.05], [-0.09, 0.04, -0.01], [-0.19, -0.37, 0.18], [0.32, -0.18, 1.80], [-0.99, 1.07, 1.02], [0.56, -1.25, 1.13], [1.35, 1.38, -0.01], [-0.11, 0.97, 0.52], [0.05, 0.04, -0.17], [1.37, 0.05, 3.88], [-0.27, -1.01, -0.01], [0.17, 1.54, 1.20], [-0.56, 2.96, -2.00], [1.35, 1.08, 0.46], [-1.52, -0.37, 0.47], [0.30, -2.40, 1.50], [-0.49, 0.18, 0.08], [-0.60, 1.52, -0.71], [-0.54, -1.42, -0.80], [0.09, 1.94, 0.00], [-0.10, 0.01, 0.03], [0.16, -0.45, 0.67], [0.39, 1.14, 1.34], [0.00, 0.20, 0.39], [0.00, 0.02, 0.01], [-1.67, 0.71, -0.59], [0.33, -1.61, 0.66]],
  "lowdin_charge": [0.038, 0.097, 0.103, -0.554, -0.202, -0.214, -0.101, 0.119, -0.698, -0.034, -0.262, 0.079, 0.067, -0.195, 0.083, -0.132, 0.120, -0.065, 0.109, -0.512, 0.028, 0.108, -0.101, 0.095, 0.149, 0.043, -0.178, 0.045, 0.069, 0.071, 0.107, 0.056, 0.078, 0.111, 0.116, 0.134, 0.094, 0.150, 0.084, -0.299, -0.222, 0.088, 0.026, -0.365, 0.958, -0.148, -0.025, 0.044, 0.119, 0.055, -0.243, 0.107, -0.255, 0.107, 0.085, 0.156, 0.067, 0.046, 0.100, 0.629, 0.015, 0.093, -0.137, 0.112, 0.106, 0.034, 0.086, -0.321, 0.093, -0.150, -0.234, 0.111, -0.036, 0.123, 0.065, -0.033, -0.710, 0.109, 0.052, 0.116, 0.094, 0.147, 0.125, -0.212, 0.019, 0.110, 0.092]
}

=====

{
  "formula": "C5H14O2",
  "method": "ωB97M-V/def2-TZVPD",
  "smiles": "C=C(C)CC.O.O",
  "orbital_gap_ev": 10.3,
  "homo_energy_ev": -9.6,
  "relative_energy_ev": 0.715,
  "lumo_energy_ev": 0.706,
  "elements": ["C", "O", "H", "H", "H", "C", "H", "C", "O", "H", "H", "C", "H", "H", "C", "H", "H", "H", "H", "H", "H"],
  "coordinates": [[0.3761, -0.6931, 1.3309], [-0.9299, 1.2424, -1.9086], [1.8280, 1.8649, 1.7192], [1.1749, 2.4980, 0.2191], [-3.8925, 0.1218, -1.9449], [1.0237, 1.7524, 0.9927], [0.9477, -0.7337, 2.2705], [0.1390, -2.1116, 0.7725], [-3.6611, -0.4518, -1.2076], [0.6744, -2.8769, 1.3291], [-0.5944, -0.3129, 1.6896], [1.0319, 0.3573, 0.4634], [-0.2475, 1.5490, -2.5080], [1.9428, -0.9596, -0.9674], [1.7301, 0.0467, -0.6222], [-0.6280, 0.4924, -1.3865], [-0.9167, -2.3201, 0.6949], [0.1183, 2.0206, 1.5417], [0.5351, -2.1509, -0.2522], [-2.7999, -0.1113, -0.9236], [2.1479, 0.7763, -1.3026]],
  "atomic_forces_ev_per_a": [[-0.44, -0.05, 0.90], [-1.07, 0.27, 0.07], [0.18, -0.04, 0.04], [0.06, 0.01, -0.17], [0.02, -0.01, -0.01], [-0.30, 0.42, 0.34], [0.07, -0.09, -0.18], [0.92, 0.73, -0.82], [0.30, 0.09, 0.15], [-0.23, -0.05, 0.14], [0.21, 0.18, -0.27], [0.25, -0.65, 0.02], [0.29, -0.39, 0.20], [-0.38, -0.08, 0.23], [0.16, -0.28, -0.73], [0.74, 0.18, -0.34], [-0.25, -0.27, 0.20], [-0.14, -0.18, -0.17], [-0.19, -0.18, 0.24], [-0.35, -0.05, -0.15], [0.15, 0.43, 0.33]],
  "nbo_charge": [-0.451, -0.967, 0.222, 0.224, 0.472, -0.646, 0.219, -0.615, -0.940, 0.216, 0.211, 0.032, 0.480, 0.198, -0.445, 0.484, 0.218, 0.216, 0.206, 0.468, 0.194]
}

=====

{
  "formula": "C5H8NO2",
  "method": "ωB97M-V/def2-TZVPD",
  "smiles": "N/C=C/CCC(=O)[O-]",
  "orbital_gap_ev": 7.4,
  "homo_energy_ev": -3.8,
  "relative_energy_ev": 0.650,
  "lumo_energy_ev": 3.631,
  "charge": -1,
  "elements": ["C", "H", "C", "O", "H", "H", "H", "H", "H", "H", "C", "C", "C", "N", "O", "H"],
  "coordinates": [[2.4452, -0.1675, 0.9506], [0.7864, 1.3175, -0.1511], [1.0261, 0.1982, 1.5473], [2.7538, -1.3720, 0.9643], [1.2170, 0.9548, 2.3144], [-0.6300, -1.2179, 0.0552], [-2.6011, -0.7572, -2.8387], [-0.5027, 1.6285, 0.8867], [0.6390, -0.6883, 2.0610], [-2.0820, -1.7579, -1.6789], [0.1089, 0.8116, 0.4935], [-0.6745, -0.1979, -0.3063], [-1.5208, 0.1193, -1.2777], [-2.4322, -0.8197, -1.8434], [3.0629, 0.8352, 0.5285], [-1.5957, 1.1133, -1.7053]],
  "atomic_forces_ev_per_a": [[-0.94, 0.51, 0.16], [0.72, 0.57, -0.79], [0.56, -0.11, 0.43], [0.29, -0.22, -0.03], [0.02, -0.02, 0.01], [0.00, -0.21, -0.08], [0.21, 0.42, 0.02], [-0.40, -0.34, 0.21], [-0.32, 0.08, -0.22], [-0.19, 0.02, 0.14], [0.14, -0.35, 0.11], [-0.42, 0.72, 0.46], [-0.08, -0.52, -0.47], [0.12, -0.48, -0.03], [0.33, -0.19, -0.16], [-0.04, 0.11, 0.24]],
  "nbo_charge": [0.769, 0.239, -0.515, -0.782, 0.194, 0.191, 0.351, 0.183, 0.185, 0.358, -0.446, -0.233, -0.036, -0.832, -0.801, 0.173]
}